## one
# C2H4N4

A single C2H4N4 molecule (wB97M-V/def2-TZVPD, OMol25).

Summary:
HOMO level (alpha / beta)	-8.40 / -8.04	eV
gap between HOMO and LUMO (alpha / beta)	0.2948 / 0.2986	Ha
net charge	0
E_LUMO (alpha / beta)	-0.0140 / 0.0033	hartree

Last column: natural (NBO) charge in e.
Element x y z (Å)
N1 0.530 0.670 1.825  -0.780
C1 0.707 0.241 0.578  0.218
N2 0.842 0.155 -2.069  -0.198
C2 -0.385 -0.034 -2.072  0.047
N3 -0.690 -0.925 -1.026  -0.201
N4 -0.314 -0.600 0.201  -0.430
H1 -0.324 0.569 2.366  0.367
H2 1.282 1.176 2.268  0.402
H3 -1.146 0.187 -2.831  0.187
H4 -0.513 -1.363 0.841  0.389

***

## two
# C2H4N4

A single C2H4N4 molecule (wB97M-V/def2-TZVPD, OMol25).

Summary:
HOMO level	-8.29	eV
structure (SMILES)	C1=NNC=NN1
gap between HOMO and LUMO	0.3427	Ha
net charge	0
E_LUMO	0.0382	hartree

Last column: natural (NBO) charge in e.
Element x y z (Å)
C1 -1.216 -0.534 -0.146  0.194
C2 1.201 0.486 -0.140  0.174
H1 -1.677 1.484 0.052  0.379
H2 -2.176 -0.744 -0.505  0.198
H3 1.764 -1.349 0.202  0.380
H4 2.145 0.788 -0.650  0.204
N1 -0.945 0.788 0.340  -0.494
N2 -0.234 -1.345 -0.164  -0.270
N3 0.936 -0.792 0.334  -0.483
N4 0.247 1.363 -0.136  -0.280

***

## three
# C2H4N4

A 2-piece molecular cluster, C2H4N4 overall (wB97M-V/def2-TZVPD, OMol25).

Summary:
HOMO level	-9.06	eV
gap between HOMO and LUMO	0.3674	Ha
net charge	0
E_LUMO	0.0346	hartree

Last column: natural (NBO) charge in e.
Element x y z (Å)
N1 1.974 0.100 0.112  -0.839
C1 0.870 0.873 -0.060  0.176
C2 -0.086 1.601 -0.191  -0.381
N2 -2.259 -0.935 -0.280  -0.539
N3 -1.261 -1.394 0.284  0.264
N4 -0.361 -1.894 0.752  -0.095
H1 2.631 0.159 -0.655  0.394
H2 1.765 -0.861 0.364  0.405
H3 -0.927 2.247 -0.323  0.239
H4 -2.337 0.042 0.003  0.376

***

## four
# C2H4N4

A single C2H4N4 molecule (wB97M-V/def2-TZVPD, OMol25).

Summary:
HOMO level (alpha / beta)	-7.40 / -7.40	eV
gap between HOMO and LUMO (alpha / beta)	0.2915 / 0.2915	Ha
net charge	0
E_LUMO (alpha / beta)	0.0195 / 0.0195	hartree

Last column: natural (NBO) charge in e.
Element x y z (Å)
C1 -1.689 0.169 0.412  -0.515
N1 -0.380 0.130 0.111  0.087
N2 0.620 0.578 0.863  -0.285
C2 1.727 0.134 0.234  0.122
N3 1.509 -0.515 -0.889  -0.265
N4 0.173 -0.550 -0.921  -0.195
H1 -1.880 0.080 1.469  0.210
H2 -0.394 -0.994 -1.626  0.421
H3 -2.400 0.616 -0.268  0.207
H4 2.714 0.353 0.615  0.214

***

So which one wins? Going from most stable to least: two, three, four, one.

***

## one
# H4O2

A 2-piece molecular cluster, H4O2 overall (wB97M-V/def2-TZVPD, OMol25).

Summary:
HOMO level	-10.82	eV
structure (SMILES)	O.O
gap between HOMO and LUMO	0.4195	Ha
net charge	0
E_LUMO	0.0220	hartree

Last column: natural (NBO) charge in e.
Element x y z (Å)
H1 -0.690 -0.774 -1.738  0.460
H2 -0.322 -0.196 -0.312  0.485
H3 1.259 -0.386 1.478  0.477
H4 1.496 0.652 0.404  0.479
O1 -1.017 -0.206 -0.979  -0.968
O2 0.799 0.294 1.001  -0.933

***

## two
# H4O2

A 2-piece molecular cluster, H4O2 overall (wB97M-V/def2-TZVPD, OMol25).

Summary:
HOMO level	-10.86	eV
structure (SMILES)	O.O
gap between HOMO and LUMO	0.4204	Ha
net charge	0
E_LUMO	0.0214	hartree

Last column: natural (NBO) charge in e.
Element x y z (Å)
H1 1.069 1.650 -0.829  0.492
H2 1.504 0.140 -0.531  0.484
H3 -1.777 -0.782 1.104  0.471
H4 -0.508 -0.551 0.155  0.492
O1 0.688 0.717 -0.623  -0.967
O2 -0.975 -1.174 0.724  -0.972

***

So which one wins? Going from most stable to least: one, two.

***

## one
# H4O2

A 2-piece molecular cluster, H4O2 overall (wB97M-V/def2-TZVPD, OMol25).

Summary:
HOMO level	-10.97	eV
structure (SMILES)	O.O
gap between HOMO and LUMO	0.4274	Ha
net charge	0
E_LUMO	0.0243	hartree

Last column: natural (NBO) charge in e.
Element x y z (Å)
H1 2.130 -0.614 0.200  0.460
H2 0.739 -0.039 0.135  0.480
H3 -2.101 -0.326 -0.089  0.480
H4 -1.215 0.862 0.219  0.475
O1 1.638 0.130 -0.238  -0.948
O2 -1.191 -0.013 -0.227  -0.946

***

## two
# H4O2

A 2-piece molecular cluster, H4O2 overall (wB97M-V/def2-TZVPD, OMol25).

Summary:
HOMO level	-11.54	eV
structure (SMILES)	O.O
gap between HOMO and LUMO	0.4443	Ha
net charge	0
E_LUMO	0.0204	hartree

Last column: natural (NBO) charge in e.
Element x y z (Å)
H1 1.709 -0.044 -0.981  0.462
H2 0.315 0.227 -0.837  0.463
H3 -1.566 0.036 0.751  0.468
H4 -0.661 0.601 1.862  0.472
O1 0.978 0.177 -1.543  -0.927
O2 -0.953 -0.279 1.444  -0.938

***

So which one wins? Going from most stable to least: one, two.

***

## one
# H4O2

A 2-piece molecular cluster, H4O2 overall (wB97M-V/def2-TZVPD, OMol25).

Summary:
HOMO level	-11.22	eV
structure (SMILES)	O.O
gap between HOMO and LUMO	0.4367	Ha
net charge	0
E_LUMO	0.0244	hartree

Last column: natural (NBO) charge in e.
Element x y z (Å)
H1 -0.999 -1.161 0.997  0.461
H2 -2.072 -1.411 0.069  0.467
H3 1.625 0.177 0.214  0.474
H4 0.540 1.127 -0.481  0.482
O1 -1.338 -0.835 0.203  -0.929
O2 1.452 0.993 -0.302  -0.956

***

## two
# H4O2

A 2-piece molecular cluster, H4O2 overall (wB97M-V/def2-TZVPD, OMol25).

Summary:
HOMO level	-11.55	eV
structure (SMILES)	O.O
gap between HOMO and LUMO	0.4618	Ha
net charge	0
E_LUMO	0.0373	hartree

Last column: natural (NBO) charge in e.
Element x y z (Å)
H1 -0.736 0.567 -5.240  0.468
H2 -0.138 0.691 -6.667  0.468
O1 -0.221 0.025 -5.895  -0.936
H3 -0.511 -0.210 5.547  0.465
H4 0.644 -0.869 6.364  0.474
O2 0.314 -0.048 5.894  -0.939

***

## three
# H4O2

A 2-piece molecular cluster, H4O2 overall (wB97M-V/def2-TZVPD, OMol25).

Summary:
HOMO level	-11.49	eV
structure (SMILES)	O.O
gap between HOMO and LUMO	0.4541	Ha
net charge	0
E_LUMO	0.0320	hartree

Last column: natural (NBO) charge in e.
Element x y z (Å)
O1 9.382 16.101 13.689  -0.938
H1 10.166 15.573 13.534  0.472
H2 9.585 16.605 14.477  0.466
O2 12.310 13.919 11.179  -0.938
H3 12.116 14.568 10.503  0.469
H4 11.985 13.093 10.820  0.469

***

## four
# H4O2

A 2-piece molecular cluster, H4O2 overall (wB97M-V/def2-TZVPD, OMol25).

Summary:
HOMO level	-10.96	eV
structure (SMILES)	O.O
gap between HOMO and LUMO	0.4232	Ha
net charge	0
E_LUMO	0.0206	hartree

Last column: natural (NBO) charge in e.
Element x y z (Å)
H1 1.476 -0.919 0.157  0.480
H2 1.544 0.688 0.370  0.482
H3 -0.861 -0.506 0.029  0.485
H4 -1.663 0.886 -0.158  0.473
O1 1.227 -0.023 -0.256  -0.957
O2 -1.723 -0.126 -0.142  -0.962

***

So which one wins? Going from most stable to least: three, one, four, two.